This record from OMol25 describes a molecular structure, C44H54F2N8O3SeY in a non-equilibrium geometry. The level of theory is ωB97M-V/def2-TZVPD.

```
113
Properties=species:S:1:pos:R:3:mulliken_charge:R:1
Y 0.5556 -0.2215 1.2812 -0.38
Se -1.6025 -1.4511 3.3518 0.36
F -1.7202 3.0773 -4.1580 -0.40
F -1.7369 -0.0180 0.5025 -0.46
O 0.5878 -2.2362 0.4675 -0.61
O 1.3626 -3.9063 -0.7869 -1.00
O 0.6132 0.1586 -0.8682 -0.86
N 3.1284 -2.9548 2.6253 -0.04
N -0.0868 1.6322 1.8562 2.86
N 0.1326 -1.0253 3.3005 0.19
N 0.1367 -2.1003 -4.2455 0.16
N -1.5355 -1.9311 5.0109 -0.77
N 3.0537 -5.3464 1.0540 0.23
N -3.6163 2.0272 -8.8227 -0.11
N -2.0173 1.6017 -6.5236 0.27
C -2.9816 1.4180 5.1586 -1.65
C -0.6893 1.2921 -3.0780 -0.70
C -0.2110 -0.0261 -3.0773 0.58
C -1.4420 1.4470 -7.8461 -0.76
C 3.6850 3.4463 2.6332 -1.76
C 3.2716 1.1755 1.7283 -0.49
C 1.3883 -1.7700 7.1532 -0.81
C -2.9425 1.8441 -0.4655 -0.90
C 2.5853 2.4468 2.2581 0.57
C -0.3087 -1.7541 5.4771 0.73
C 0.0993 -2.0272 6.8092 -0.87
C 2.0921 2.2515 4.7414 -0.37
C 0.5648 -1.9895 -1.8921 -0.23
C 0.8676 -2.7748 -0.6532 0.43
C -1.2819 1.8080 -4.1902 -0.08
C -1.2999 3.5832 0.9734 -0.70
C -1.1001 2.2039 1.1121 0.05
C -3.1248 3.2175 -0.5609 -0.64
C 0.2597 2.0172 3.1776 -0.91
C 0.4843 -2.6610 -3.0836 -0.38
C -2.5190 1.0058 -8.8324 -0.69
C 1.9842 -1.0139 4.9130 -0.14
C 1.2036 2.1460 5.7942 -1.51
C -2.6096 3.5893 4.0339 -1.67
C -1.4142 1.0709 -5.3872 -1.09
C 2.3258 -1.2609 6.2089 -1.29
C -1.9450 1.3851 0.3561 0.64
C 2.5154 -5.3743 2.4394 -1.02
C -0.3212 -0.7921 -4.2531 0.26
C 3.8623 -3.0622 1.3645 -0.31
C -4.1700 2.2210 -7.4424 -0.87
C 0.3507 -0.5785 -1.8610 1.61
C -2.3041 4.0753 0.1600 -1.02
C 1.6388 2.1990 3.4291 0.55
C 2.0661 -3.9533 2.7765 -0.30
C 0.1263 -2.9442 -5.4501 -1.03
C 0.6473 -1.2434 4.5168 0.78
C -1.2125 -3.6465 -5.6464 -1.00
C 4.2741 -4.4964 1.0138 -1.02
C -0.6675 2.0517 4.2516 1.08
C -0.9072 -0.2230 -5.3897 -0.56
C -0.1570 2.0870 5.5442 -0.53
C -3.0450 2.6270 -6.4927 -0.61
C -2.1714 2.1154 4.0588 0.81
H -0.6376 4.2521 1.5080 0.66
H -4.0235 1.3581 4.8427 0.39
H -4.6076 1.2760 -7.1245 0.36
H 2.5536 0.3923 1.4123 -0.40
H -2.4289 1.6501 3.1035 -0.01
H 1.6809 -6.0712 2.4984 0.42
H 3.2459 -6.2842 0.7078 0.41
H -1.1726 -4.2715 -6.5370 0.39
H -1.0091 -0.8123 -6.2884 0.63
H 1.9935 2.8752 1.4459 0.17
H -3.9098 3.6106 -1.1908 0.52
H -3.4658 2.7231 -5.4974 0.42
H 4.9933 -4.8837 1.7363 0.39
H 1.5732 2.1450 6.8112 0.48
H 1.7217 -1.9553 8.1652 0.45
H -2.9584 1.9966 6.0815 0.42
H 0.7211 -3.7172 -3.1015 0.60
H -2.0272 -2.9308 -5.7579 0.31
H 3.1439 2.3942 4.9518 0.34
H -2.1181 0.9120 -9.8405 0.42
H 4.2262 3.7683 1.7434 0.47
H -2.6403 3.6060 -6.7818 0.36
H -0.6155 -2.4275 7.5142 0.55
H 4.7182 -4.5401 0.0206 0.42
H -2.1002 4.1592 3.2634 0.30
H -2.4517 5.1448 0.0890 0.49
H 3.2392 -2.6715 0.5595 -0.18
H 3.9141 0.7483 2.4993 0.30
H 3.3363 -1.0621 6.5413 0.52
H 0.3902 -2.3333 -6.3108 0.48
H -3.6845 3.6605 3.8613 0.43
H -4.9495 2.9810 -7.4682 0.43
H 1.7034 -3.9140 3.8036 0.55
H -2.9477 0.0527 -8.5268 0.40
H -1.0164 2.4050 -8.1797 0.29
H -3.2454 2.9202 -9.1599 0.39
H -1.4387 -4.2858 -4.7934 0.35
H 3.7805 -3.0499 3.3968 0.39
H 2.6990 -0.6517 4.1900 0.76
H 3.2584 4.3260 3.1113 0.38
H 3.3019 -5.7152 3.1143 0.41
H -3.5817 1.1489 -0.9939 0.54
H -2.6319 0.4090 5.3715 0.37
H -4.3613 1.7488 -9.4646 0.36
H 2.3299 -4.8906 0.4079 0.12
H -0.6327 0.7224 -7.8333 0.48
H 4.7545 -2.4404 1.4260 0.64
H -2.3937 4.0531 4.9972 0.45
H 4.4065 2.9940 3.3142 0.40
H 1.2464 -3.6856 2.1137 -0.06
H 0.9179 -3.6824 -5.3383 0.48
H -0.5733 1.9020 -2.1914 0.81
H -0.8347 2.0766 6.3879 0.38
H 3.8858 1.4250 0.8632 0.53
```

Calculated values
- charge = +3
- HOMO (hartree) = -0.49550
- relative energy (zero: lowest compared OMol25 entry of this formula, charge and spin) (kcal per mole) = 26.6
- frontier orbital gap (eV) = 6.38